# 1
A structure of composition C16H13ClN2O2 in a non-equilibrium geometry, computed with ωB97M-V/def2-TZVPD.

```
34
Properties=species:S:1:pos:R:3:forces:R:3:lowdin_charge:R:1
Cl 4.24045 2.38043 -2.66023 -0.8 -0.3 -0.4 0.61
O -0.91650 0.18294 -0.81303 4.7 8.2 4.4 0.03
O -1.57142 -0.43613 -3.10538 5.2 -0.3 2.3 -0.17
N 1.16618 -1.47950 2.26897 2.1 -10.3 4.6 0.13
N 0.52972 0.40109 1.71345 -1.0 6.3 -3.9 0.04
C 0.57930 1.77469 0.94957 -3.0 -2.7 -0.3 0.05
C 1.80817 0.98553 -2.98526 10.0 4.4 -2.3 -0.06
C -1.83200 0.04812 2.21545 -3.1 3.5 -3.5 0.00
C -2.70348 -0.94201 2.53967 -6.7 11.2 -3.1 -0.22
C -1.10077 -2.51385 2.99013 3.3 3.3 1.0 0.10
C -0.08445 -1.38910 2.69631 -3.7 -7.3 -0.5 -0.19
C -0.50817 -0.31035 2.06257 -6.1 4.6 2.5 -0.31
C 2.50883 1.95221 -0.86265 -5.1 2.1 10.4 -0.11
C 1.20878 1.49639 -0.41427 -0.6 2.0 4.0 -0.18
C -1.29509 -0.72969 -1.55195 -11.0 0.1 -6.4 -0.30
C -2.42187 -1.98784 3.08131 5.8 -13.9 4.3 -0.19
C 0.36824 0.89001 -1.14746 -4.0 -6.6 -6.9 -0.04
C 0.01121 -0.35289 -3.58573 -6.0 2.1 0.2 -0.01
C 1.46953 -0.49476 1.68745 7.1 5.4 -2.3 -0.26
C 0.74624 0.51669 -2.55182 -6.4 -2.7 1.5 -0.15
C 2.64591 1.74456 -2.04440 4.2 -1.3 -11.1 -0.57
H 2.83925 2.73421 -0.20033 1.4 -0.2 -0.1 0.14
H -0.62545 -3.51419 3.23153 -1.3 1.3 0.0 0.12
H -0.31421 0.20241 -4.57072 1.8 -1.2 1.7 0.16
H 2.52502 -0.26278 1.53139 -0.3 0.2 -0.8 0.16
H -2.48767 -0.92270 -1.37343 2.8 0.3 0.4 0.19
H -3.84058 -0.74521 2.54658 1.8 0.4 -0.3 0.15
H -3.11849 -2.70870 3.42600 -1.0 -0.4 0.2 0.10
H 0.36278 -1.36839 -3.64723 0.2 -0.2 -0.3 0.11
H -0.61508 2.29092 0.90562 4.1 -1.5 0.4 0.22
H 1.37333 2.19524 1.43144 1.1 2.5 2.1 0.07
H 2.40285 0.94188 -3.97293 -1.9 -0.5 1.3 0.15
H -2.46127 1.01082 1.73058 2.5 -2.3 1.3 0.17
H -0.88931 -1.59005 -1.52120 3.8 -6.1 0.0 0.07
```
Forces are in eV/Å.

The maximum force is 15.638 eV Å⁻¹. The energy above the lowest of the compared OMol25 structures with the same formula, charge and spin comes out at 875.38 kJ/mol. The total charge is 0. As for the lowest unoccupied orbital energy: 0.51 eV. The total energy comes out at -1337.25332 Ha. The calculation puts the HOMO-LUMO gap at 8.68 eV.

# 2
A structure of composition C16H13Co2N2O6 in a non-equilibrium geometry, computed with ωB97M-V/def2-TZVPD.

```
39
Properties=species:S:1:pos:R:3:forces:R:3:lowdin_charge:R:1
Co 1.01933 -0.43795 0.63965 3.0 -0.3 3.6 0.11
Co -0.86997 1.37990 0.90832 1.9 0.2 0.8 0.11
O 3.29000 1.33898 0.16457 -1.6 -1.1 0.3 0.14
O 0.85494 3.49509 -0.09702 -0.3 -0.7 0.9 0.10
O 1.09930 -1.26481 3.46489 -0.4 1.1 -2.3 0.12
O -3.16535 2.79298 -0.06815 0.2 -0.2 0.6 0.09
O 2.35010 -2.75641 -0.48643 -0.6 1.3 0.8 0.12
O -1.84149 0.52096 3.47702 0.2 0.2 -0.8 0.09
N 1.49423 2.09802 3.03590 1.1 -0.2 0.9 0.00
N 0.36037 2.90175 3.32041 -0.2 0.8 0.3 -0.22
C -3.79863 -2.35558 1.10742 0.3 0.0 -0.1 -0.10
C 2.37728 0.67008 0.41360 2.1 1.4 -0.3 -0.14
C 0.15135 2.99482 4.75491 0.0 0.4 -0.5 -0.14
C 0.24775 2.68175 0.46439 -0.1 1.6 -1.2 -0.21
C -1.96672 -1.14513 0.06495 0.4 -0.7 -0.2 -0.21
C -2.67796 -1.12245 -1.14288 -0.4 0.0 0.3 -0.04
C 0.19080 0.21660 -0.75217 -2.8 -0.1 -3.0 -0.42
C 1.01622 -0.87183 2.37173 0.3 -1.7 2.5 -0.13
C 1.81789 -1.85569 0.00579 0.4 -2.0 -1.3 -0.11
C -0.72258 -0.37868 0.14638 -1.9 0.8 -2.2 -0.32
C -2.26995 2.16952 0.31630 -0.6 0.1 -1.7 -0.18
C -1.41939 0.87252 2.45638 -0.9 -0.6 3.1 -0.21
C -4.54161 -2.24024 -0.07118 0.2 0.0 0.1 -0.12
C -3.96478 -1.65179 -1.19969 0.2 0.0 0.1 -0.10
C -2.49629 -1.85791 1.16746 0.1 0.2 -0.4 -0.04
C 0.39448 0.99884 -1.82727 0.0 -1.2 -0.9 -0.07
H -5.54510 -2.65376 -0.11039 0.1 0.1 0.0 0.09
H 1.83449 2.32221 2.10784 -0.3 -0.2 0.2 0.02
H -1.86074 -2.01099 2.04870 -0.4 0.2 -0.3 0.11
H -4.22756 -2.83602 1.99039 0.1 0.1 -0.3 0.10
H -0.45940 3.88310 4.90063 -0.1 0.1 0.3 0.07
H -4.50962 -1.60505 -2.13733 -0.1 0.0 0.1 0.09
H -0.46894 1.39166 -2.37174 0.3 -0.1 -0.1 0.05
H 1.39273 1.05036 -2.26145 -0.2 0.5 0.2 0.04
H 0.56128 3.81414 2.91035 -0.2 -0.2 0.4 0.10
H -2.21313 -0.64673 -2.00575 -0.2 -0.1 0.2 0.11
H -0.41739 2.13297 5.10121 0.0 -0.1 0.0 0.06
H 1.19095 1.12715 3.04694 0.0 0.6 -0.4 0.00
H 1.08461 3.07351 5.31662 0.1 0.0 0.1 0.06
```
Forces are in eV/Å.

The maximum force is 4.750 eV Å⁻¹. The energy above the lowest of the compared OMol25 structures with the same formula, charge and spin comes out at 0.00 kJ/mol. The total charge is -1. As for the lowest unoccupied orbital energy: 2.92 eV. The total energy comes out at -3943.87500 Ha. The calculation puts the HOMO-LUMO gap at 5.88 eV.

# 3
A structure of composition C16H13N3O7Ru in a non-equilibrium geometry, computed with ωB97M-V/def2-TZVPD.

```
40
Properties=species:S:1:pos:R:3:forces:R:3:lowdin_spin:R:1
Ru -0.64139 0.58207 -0.35577 0.1 -0.1 -1.1 0.85
O -2.04606 2.23635 0.50349 0.9 -0.8 -1.1 -0.01
O 1.65602 0.67494 -0.25180 -1.0 -0.5 0.6 0.03
O -3.95250 -1.46030 -1.77390 0.0 0.0 -0.1 0.01
O 0.05580 -1.45943 -1.40839 0.1 1.4 0.0 -0.01
O 3.44162 2.00351 -0.59079 0.0 -0.1 0.1 0.00
O -3.17228 3.11534 2.23279 0.0 0.0 -0.4 0.00
O -0.41522 -1.53031 0.73322 -0.7 0.8 -0.1 0.00
N -0.52361 0.81202 2.07548 0.7 0.0 -0.3 0.08
N 0.07273 2.54482 -1.29311 -1.2 -0.8 0.9 -0.01
N -2.25474 0.19704 -1.60086 0.8 0.4 0.8 0.02
C 1.79657 -5.14204 0.98370 0.0 0.0 0.0 0.00
C 0.60917 5.19439 -0.73078 0.0 -0.2 0.0 0.00
C -0.85869 3.47942 -1.49896 -0.1 0.0 -0.3 0.00
C 0.71127 -4.21139 -1.39366 0.0 0.1 0.0 0.00
C 0.62669 -3.43645 -0.24261 0.1 0.0 0.0 0.00
C 1.16437 -3.90876 0.94779 0.0 0.1 0.0 0.00
C 1.58085 4.22469 -0.54035 0.0 0.2 -0.2 0.00
C -0.63102 4.81391 -1.22151 0.1 0.1 -0.2 0.00
C -2.41862 2.29662 1.71890 0.2 -0.5 1.1 0.00
C 1.26563 2.90749 -0.82176 0.4 -0.3 0.0 0.00
C 1.87677 -5.91515 -0.16588 0.0 0.0 0.0 0.00
C 0.04531 -2.05319 -0.31305 0.1 -0.5 0.0 0.00
C 2.24306 1.76243 -0.53861 -0.2 0.7 0.0 0.00
C 1.32731 -5.45167 -1.35406 0.0 0.0 0.0 0.00
C -3.08331 -0.66269 -1.66340 0.0 0.1 0.2 0.01
C -1.80823 1.19616 2.62463 -0.2 0.5 -0.4 0.01
H -1.80694 3.13264 -1.88436 0.0 -0.1 0.1 0.00
H 0.18343 1.51972 2.22493 0.1 -0.1 0.2 0.00
H 2.57070 4.46253 -0.17870 0.0 -0.1 0.0 0.00
H 2.24595 -5.49253 1.90462 0.0 0.0 0.0 0.00
H 1.40671 -6.05029 -2.25291 -0.1 0.0 0.0 0.00
H -1.75205 1.58932 3.64128 -0.1 -0.1 0.0 0.00
H 0.29806 -3.81669 -2.31212 0.0 0.0 0.0 0.00
H 1.10184 -3.28598 1.83018 0.0 0.0 0.0 0.00
H 0.81365 6.22898 -0.48615 0.0 0.0 0.0 0.00
H -2.48360 0.34046 2.58866 0.0 0.0 0.1 0.00
H 2.36763 -6.88015 -0.13205 0.0 0.0 0.0 0.00
H -1.41737 5.53784 -1.37968 0.0 0.0 0.0 0.00
H -0.19550 -0.09568 2.37559 0.1 0.0 0.0 0.00
```
Forces are in eV/Å.

The maximum force is 1.692 eV Å⁻¹. The energy above the lowest of the compared OMol25 structures with the same formula, charge and spin comes out at 276.98 kJ/mol. The total charge is -1. The expectation value of S² is 0.76. As for the lowest unoccupied orbital energy (spin up / spin down): 1.78 / 2.20 eV. The total energy comes out at -1403.48820 Ha. As for the spin multiplicity: 2. The calculation puts the HOMO-LUMO gap (spin up / spin down) at 7.50 / 8.31 eV.

# 4
A structure of composition C16H14BBrIrO2 in a non-equilibrium geometry, computed with ωB97M-V/def2-TZVPD.

```
35
Properties=species:S:1:pos:R:3:forces:R:3:lowdin_spin:R:1
Ir -0.01983 -0.50995 -1.09872 3.2 2.1 -0.3 1.72
Br 1.12850 -2.27181 0.11258 1.5 -3.3 1.7 0.27
O -1.31770 -0.18549 1.60123 0.0 0.6 0.3 0.03
O 0.76776 0.82009 1.62237 -0.4 0.2 0.1 0.05
C 1.18472 0.96267 -2.01916 2.7 0.1 -0.4 0.14
C -1.56444 -0.07750 -2.82436 -0.8 -0.8 -0.1 0.20
C -1.92330 0.38989 3.90648 -0.3 0.2 0.2 0.00
C 2.18993 0.22751 -1.20365 -1.3 1.4 -0.9 0.03
C 0.11147 1.10855 2.78515 -0.2 -0.9 0.4 0.02
C 2.62257 -0.23145 -3.44610 -0.5 0.7 0.3 0.05
C 3.02018 -0.51113 -2.10793 -0.6 0.6 -0.4 0.31
C 0.64345 1.61041 3.95860 -0.1 0.2 -0.1 0.00
C -2.06044 -0.29159 -1.48003 -1.3 -0.6 -0.9 0.05
C -1.77628 -1.68111 -1.14138 -1.4 -0.2 -1.0 0.04
C -1.05766 -1.31942 -3.32599 -0.9 -0.1 -0.7 0.31
C -0.12498 1.49026 5.12422 -0.2 0.1 0.0 0.00
C -1.12019 -2.28412 -2.28315 -0.8 0.4 0.1 0.19
C -1.16154 0.50768 2.76630 1.0 -0.6 0.2 0.01
C 1.56164 0.69381 -3.42396 0.8 -0.5 0.6 0.29
C -1.38725 0.88858 5.09919 0.1 0.3 0.0 0.00
B -0.12936 0.03351 0.83131 -1.0 1.0 1.9 0.18
H -0.76223 -3.30286 -2.33358 0.0 0.2 0.1 0.01
H 3.07468 -0.65348 -4.33342 -0.1 0.0 0.0 0.00
H -2.61374 0.41315 -0.87501 0.0 -0.2 -0.1 0.01
H -2.89735 -0.10214 3.86911 0.3 0.0 0.1 0.00
H 0.27202 1.86610 6.06752 -0.1 -0.1 -0.2 0.00
H -1.96144 0.79753 6.02153 0.2 0.0 -0.2 0.00
H 2.40537 0.46309 -0.16171 0.0 -0.2 -0.4 0.00
H 1.63505 2.06153 3.97102 -0.2 -0.2 0.0 0.00
H 1.09444 1.17107 -4.27799 -0.1 -0.3 0.0 0.01
H 3.83690 -1.14724 -1.80486 -0.1 -0.1 0.0 0.02
H -2.08980 -2.18682 -0.23344 0.2 0.2 -0.2 0.00
H -0.67946 -1.48976 -4.32284 0.1 0.1 0.1 0.03
H 0.72558 1.88520 -1.66925 0.0 -0.1 -0.2 0.03
H -1.62728 0.85525 -3.37010 0.1 -0.1 0.1 0.01
```
Forces are in eV/Å.

The maximum force is 4.009 eV Å⁻¹. The total charge is -1. The expectation value of S² is 6.05. As for the lowest unoccupied orbital energy (spin up / spin down): 2.90 / 1.85 eV. The total energy comes out at -3471.69584 Ha. As for the spin multiplicity: 5. The calculation puts the HOMO-LUMO gap (spin up / spin down) at 3.13 / 6.02 eV.